The following is a quantum chemistry calculation of a 2-piece molecular cluster, C33H26O4S overall at a distorted geometry, from OMol25.

Each line ends with the Löwdin charge.
Cartesian coordinates (Å):
1 C -5.761 -4.079 4.929  -0.10
2 C -4.509 -3.943 5.537  -0.09
3 C -3.345 -4.143 4.793  -0.06
4 C -3.441 -4.465 3.436  -0.28
5 S -1.934 -4.691 2.471  0.63
6 C -1.602 -3.091 1.921  -0.17
7 C -0.317 -2.539 1.602  -0.50
8 O -0.166 -1.345 1.272  -0.08
9 C 0.848 -3.507 1.708  -0.19
10 C 0.903 -4.681 0.954  -0.04
11 C 2.020 -5.516 1.047  -0.08
12 C 3.074 -5.174 1.905  -0.10
13 C 3.024 -3.984 2.645  -0.10
14 C 1.912 -3.148 2.529  -0.05
15 O -0.974 -5.147 3.449  -0.33
16 O -2.302 -5.539 1.358  -0.35
17 C -4.689 -4.606 2.824  -0.06
18 C -5.850 -4.405 3.573  -0.09
19 H -6.667 -3.929 5.513  0.10
20 H -4.425 -3.678 6.591  0.10
21 H -2.364 -4.045 5.254  0.11
22 H -2.496 -2.468 1.906  0.07
23 H 0.085 -4.926 0.275  0.11
24 H 2.050 -6.434 0.457  0.10
25 H 3.937 -5.835 1.999  0.09
26 H 3.835 -3.693 3.314  0.09
27 H 1.837 -2.211 3.085  0.12
28 H -4.741 -4.866 1.768  0.11
29 H -6.819 -4.504 3.084  0.10
30 C -0.139 8.883 -3.700  -0.08
31 C 0.373 7.924 -4.580  -0.07
32 C -0.149 6.629 -4.596  -0.01
33 C -1.168 6.313 -3.698  -0.25
34 O -1.644 4.998 -3.615  0.01
35 C -0.865 4.030 -2.986  -0.20
36 C -1.159 3.713 -1.651  0.04
37 C -0.345 2.824 -0.986  0.03
38 C 0.763 2.172 -1.615  -0.17
39 C 1.502 1.264 -0.810  0.14
40 C 2.722 0.579 -1.041  -0.17
41 C 3.129 -0.340 -0.021  0.03
42 C 4.285 -1.090 -0.128  -0.03
43 C 5.095 -0.967 -1.270  -0.02
44 C 4.735 -0.064 -2.281  -0.05
45 C 3.589 0.719 -2.167  0.01
46 C 0.973 2.471 -2.994  0.03
47 C 0.173 3.385 -3.668  0.03
48 C -1.726 7.269 -2.843  0.00
49 C -1.187 8.554 -2.834  -0.07
50 H 0.275 9.892 -3.692  0.11
51 H 1.187 8.172 -5.263  0.11
52 H 0.225 5.860 -5.273  0.11
53 H -2.007 4.194 -1.162  0.14
54 H -0.549 2.591 0.060  0.13
55 H 1.053 1.065 0.164  0.13
56 H 2.476 -0.446 0.847  0.12
57 H 4.561 -1.775 0.677  0.12
58 H 6.000 -1.567 -1.364  0.12
59 H 5.367 0.033 -3.167  0.11
60 H 3.371 1.452 -2.938  0.09
61 H 1.757 1.969 -3.552  0.10
62 H 0.340 3.614 -4.723  0.13
63 H -2.542 6.976 -2.184  0.12
64 H -1.596 9.295 -2.145  0.11

* E_HOMO: -6.04 eV
* LUMO: -0.1287 Ha
* spin multiplicity: 1
* relative energy (zero: lowest compared OMol25 entry of this formula, charge and spin): 4.64 kJ/mol


The following is a quantum chemistry calculation of C33H27AsCrN6O8S as an isolated structure, from OMol25.

Each line ends with the Mulliken spin population.
Cartesian coordinates (Å):
1 Cr 0.634 -0.097 -0.746  3.22
2 O -3.627 5.170 -1.506  0.00
3 C -3.964 4.007 -1.747  0.00
4 O -4.985 3.479 -2.200  0.00
5 C -2.843 2.971 -1.419  0.01
6 C -3.054 1.617 -1.662  0.00
7 C -2.021 0.731 -1.436  0.02
8 N -0.830 1.172 -0.999  -0.11
9 C -0.615 2.469 -0.728  0.02
10 C -1.616 3.399 -0.924  0.00
11 C 0.767 2.748 -0.298  0.01
12 C 1.206 4.005 0.080  0.00
13 C 2.536 4.175 0.426  0.01
14 C 3.397 3.089 0.367  -0.01
15 C 2.890 1.863 -0.015  0.03
16 N 1.604 1.687 -0.330  -0.12
17 C -2.062 -0.731 -1.629  0.02
18 C -3.221 -1.424 -1.941  0.00
19 C -3.172 -2.804 -2.049  0.00
20 C -1.967 -3.456 -1.833  0.00
21 C -0.851 -2.701 -1.528  0.02
22 N -0.886 -1.370 -1.441  -0.12
23 H -4.029 1.336 -2.038  0.00
24 H -1.505 4.461 -0.746  0.00
25 H 0.513 4.833 0.107  0.00
26 H 2.897 5.147 0.734  0.00
27 H 4.443 3.183 0.619  0.00
28 H 3.522 0.987 -0.066  0.00
29 H -4.149 -0.889 -2.079  0.00
30 H -4.066 -3.364 -2.282  0.00
31 H -1.891 -4.532 -1.883  0.00
32 H 0.100 -3.173 -1.319  0.00
33 O 0.006 1.240 2.073  0.01
34 C -0.370 0.085 1.961  0.00
35 O -0.057 -0.705 0.973  0.04
36 C -1.324 -0.533 2.941  -0.01
37 C -1.921 -1.753 2.659  0.00
38 C -2.816 -2.285 3.566  0.00
39 C -3.134 -1.657 4.755  0.00
40 C -2.514 -0.445 5.002  0.00
41 C -1.624 0.137 4.120  0.00
42 N -2.820 0.257 6.268  0.00
43 O -2.204 1.276 6.492  0.00
44 O -3.625 -0.263 7.006  0.00
45 N -3.455 -3.576 3.242  0.00
46 O -4.181 -4.063 4.075  0.00
47 O -3.189 -4.067 2.161  0.00
48 H -1.697 -2.282 1.746  0.00
49 H -3.833 -2.087 5.457  0.00
50 H -1.174 1.094 4.342  0.00
51 S 3.759 -3.472 -0.848  0.01
52 C 2.608 -2.324 -1.339  0.02
53 N 2.274 -1.411 -0.469  -0.13
54 C 2.999 -1.580 0.718  0.00
55 C 2.952 -0.763 1.853  0.02
56 C 3.757 -1.089 2.921  0.00
57 C 4.608 -2.202 2.885  0.00
58 C 4.680 -3.004 1.770  0.00
59 C 3.868 -2.675 0.685  0.00
60 H 2.163 -2.378 -2.321  0.00
61 H 2.308 0.102 1.895  0.00
62 H 3.732 -0.471 3.808  0.00
63 H 5.223 -2.429 3.744  0.00
64 H 5.342 -3.857 1.733  0.00
65 C 2.854 -0.008 -4.058  0.00
66 As 1.159 0.447 -3.223  0.01
67 C 1.060 2.342 -3.610  0.01
68 C -0.121 -0.260 -4.496  0.00
69 H 2.865 0.415 -5.063  0.00
70 H 2.984 -1.087 -4.134  0.00
71 H 3.679 0.410 -3.483  0.00
72 H 1.250 2.489 -4.673  0.00
73 H 1.803 2.889 -3.031  0.00
74 H 0.067 2.719 -3.370  0.00
75 H 0.156 0.074 -5.495  0.00
76 H -1.116 0.114 -4.259  0.00
77 H -0.132 -1.349 -4.467  0.00

* E_HOMO (spin up / spin down): -10.35 / -10.34 eV
* net charge: +1
* LUMO (spin up / spin down): -0.1444 / -0.1552 Ha
* spin multiplicity: 4
* relative energy (zero: lowest compared OMol25 entry of this formula, charge and spin): 0.62 kJ/mol


Copy entry 1 word for word.
The following is a quantum chemistry calculation of a 2-piece molecular cluster, C33H26O4S overall at a distorted geometry, from OMol25.

Each line ends with the Löwdin charge.
Cartesian coordinates (Å):
1 C -5.761 -4.079 4.929  -0.10
2 C -4.509 -3.943 5.537  -0.09
3 C -3.345 -4.143 4.793  -0.06
4 C -3.441 -4.465 3.436  -0.28
5 S -1.934 -4.691 2.471  0.63
6 C -1.602 -3.091 1.921  -0.17
7 C -0.317 -2.539 1.602  -0.50
8 O -0.166 -1.345 1.272  -0.08
9 C 0.848 -3.507 1.708  -0.19
10 C 0.903 -4.681 0.954  -0.04
11 C 2.020 -5.516 1.047  -0.08
12 C 3.074 -5.174 1.905  -0.10
13 C 3.024 -3.984 2.645  -0.10
14 C 1.912 -3.148 2.529  -0.05
15 O -0.974 -5.147 3.449  -0.33
16 O -2.302 -5.539 1.358  -0.35
17 C -4.689 -4.606 2.824  -0.06
18 C -5.850 -4.405 3.573  -0.09
19 H -6.667 -3.929 5.513  0.10
20 H -4.425 -3.678 6.591  0.10
21 H -2.364 -4.045 5.254  0.11
22 H -2.496 -2.468 1.906  0.07
23 H 0.085 -4.926 0.275  0.11
24 H 2.050 -6.434 0.457  0.10
25 H 3.937 -5.835 1.999  0.09
26 H 3.835 -3.693 3.314  0.09
27 H 1.837 -2.211 3.085  0.12
28 H -4.741 -4.866 1.768  0.11
29 H -6.819 -4.504 3.084  0.10
30 C -0.139 8.883 -3.700  -0.08
31 C 0.373 7.924 -4.580  -0.07
32 C -0.149 6.629 -4.596  -0.01
33 C -1.168 6.313 -3.698  -0.25
34 O -1.644 4.998 -3.615  0.01
35 C -0.865 4.030 -2.986  -0.20
36 C -1.159 3.713 -1.651  0.04
37 C -0.345 2.824 -0.986  0.03
38 C 0.763 2.172 -1.615  -0.17
39 C 1.502 1.264 -0.810  0.14
40 C 2.722 0.579 -1.041  -0.17
41 C 3.129 -0.340 -0.021  0.03
42 C 4.285 -1.090 -0.128  -0.03
43 C 5.095 -0.967 -1.270  -0.02
44 C 4.735 -0.064 -2.281  -0.05
45 C 3.589 0.719 -2.167  0.01
46 C 0.973 2.471 -2.994  0.03
47 C 0.173 3.385 -3.668  0.03
48 C -1.726 7.269 -2.843  0.00
49 C -1.187 8.554 -2.834  -0.07
50 H 0.275 9.892 -3.692  0.11
51 H 1.187 8.172 -5.263  0.11
52 H 0.225 5.860 -5.273  0.11
53 H -2.007 4.194 -1.162  0.14
54 H -0.549 2.591 0.060  0.13
55 H 1.053 1.065 0.164  0.13
56 H 2.476 -0.446 0.847  0.12
57 H 4.561 -1.775 0.677  0.12
58 H 6.000 -1.567 -1.364  0.12
59 H 5.367 0.033 -3.167  0.11
60 H 3.371 1.452 -2.938  0.09
61 H 1.757 1.969 -3.552  0.10
62 H 0.340 3.614 -4.723  0.13
63 H -2.542 6.976 -2.184  0.12
64 H -1.596 9.295 -2.145  0.11

* E_HOMO: -6.04 eV
* LUMO: -0.1287 Ha
* spin multiplicity: 1
* relative energy (zero: lowest compared OMol25 entry of this formula, charge and spin): 4.64 kJ/mol


- The lowest spin multiplicity belongs to which entry?
  C33H26O4S


- Which value of spin multiplicity does entry 1 give?
  1